# 1
Entry from the OMol25 dataset: the ion C20H25N2 with charge +1 in a non-equilibrium geometry (ωB97M-V/def2-TZVPD).

```
47
Properties=species:S:1:pos:R:3:forces:R:3
N -1.235595 0.159863 2.542657 0.27 0.73 -0.02
N 1.049926 0.076740 2.633960 -0.36 0.59 -0.07
C -2.272907 1.065001 -1.767136 -0.16 -0.18 0.38
C -0.463696 2.554972 -0.224341 0.82 -0.32 -0.37
C -0.243486 6.790542 1.559890 -0.73 -0.52 -0.22
C 0.582193 4.532917 1.125947 0.21 -0.33 0.11
C -0.481223 5.433398 1.255380 0.21 0.34 0.23
C 0.418462 2.985096 0.956342 1.05 1.38 -2.36
C 2.357866 0.685833 2.742831 0.76 0.34 -0.30
C 1.036912 7.275694 1.774271 -0.01 -0.02 0.23
C -0.184876 -2.001957 3.171945 -0.01 -0.19 0.37
C -0.064918 0.778268 2.415147 0.15 0.43 0.56
C -0.023854 1.416978 -0.927275 -0.73 -0.52 0.30
C 0.012819 2.316959 2.237302 -0.95 -0.07 2.38
C -1.366490 -1.277475 2.592793 -0.50 -1.37 -0.58
C -2.619173 2.326237 -1.281506 0.23 0.37 -0.35
C 1.879132 5.069069 1.179621 0.18 0.34 0.23
C 2.103124 6.404285 1.561881 -0.03 -0.23 -0.18
C -2.519151 0.843642 2.528009 -0.61 0.27 -0.30
C -1.670660 3.126927 -0.622838 -0.56 -0.46 0.20
C -0.942990 0.642569 -1.643639 -0.05 -0.08 -0.28
C 1.068983 -1.366623 2.642038 0.29 -1.36 -0.72
H -2.265694 -1.536734 3.161461 0.21 0.18 -0.16
H -1.522378 -1.646374 1.557698 -0.09 0.27 0.39
H 2.743670 4.459112 0.891224 -0.33 0.08 0.41
H -3.042432 0.422267 -2.224009 0.57 0.39 0.16
H -1.503142 5.094541 1.091062 0.27 0.22 0.43
H 1.930176 -1.719860 3.211880 -0.09 0.20 -0.08
H 0.655433 2.699180 3.063028 -0.13 -0.34 -0.56
H -0.208938 -2.026284 4.262092 0.02 0.31 0.02
H 1.029894 1.119339 -0.897102 -0.40 -0.06 0.32
H -0.637111 -0.312096 -2.091170 -0.04 0.54 0.09
H -0.967036 2.738309 2.511772 0.21 -0.35 -0.14
H 1.424959 2.631212 0.679161 -0.17 0.11 0.16
H -3.631150 2.720197 -1.418557 0.43 -0.12 -0.16
H 1.205703 -1.716882 1.598422 0.13 0.20 0.38
H -3.261312 0.123550 2.881130 0.09 0.25 -0.17
H -0.221387 -3.053164 2.859614 0.03 0.27 0.02
H 3.059332 -0.091195 3.064290 -0.16 0.31 -0.15
H 3.115349 6.780626 1.698095 -0.13 -0.22 -0.18
H -1.878557 4.180957 -0.452472 -0.23 -0.50 0.37
H -2.777477 1.143088 1.509170 -0.07 0.13 0.12
H -2.563467 1.695427 3.210267 0.18 -0.09 -0.18
H 1.187118 8.313314 2.123790 -0.01 -0.73 -0.40
H 2.403797 1.487723 3.483877 -0.19 -0.07 -0.15
H 2.680984 1.059700 1.768489 0.16 0.07 0.15
H -1.107693 7.455977 1.623328 0.30 -0.18 0.08
```
Positions in Å, forces in eV/Å.

As for the HOMO energy: -11.69 eV. Its largest force on an atom is 2.928 eV Å⁻¹. The value obtained for the HOMO-LUMO gap is 8.952 eV. As for the net charge: +1. As for the SMILES: CN1CCC[N+](C)=C1CC(c1ccccc1)c1ccccc1.

Calculated atomic charges, method Löwdin, unit e:
1. N -0.0596
2. N -0.0694
3. C -0.0911
4. C -0.1780
5. C -0.0708
6. C -0.1687
7. C -0.0420
8. C -0.2204
9. C -0.0036
10. C -0.0832
11. C -0.1402
12. C -0.1346
13. C -0.0423
14. C -0.0373
15. C -0.1435
16. C -0.0766
17. C -0.0352
18. C -0.0710
19. C 0.0036
20. C -0.0302
21. C -0.0800
22. C -0.1429
23. H 0.1318
24. H 0.1526
25. H 0.1143
26. H 0.1134
27. H 0.0929
28. H 0.1307
29. H 0.1436
30. H 0.1279
31. H 0.1175
32. H 0.1097
33. H 0.1182
34. H 0.1172
35. H 0.1135
36. H 0.1521
37. H 0.0981
38. H 0.1360
39. H 0.1012
40. H 0.1079
41. H 0.0979
42. H 0.0999
43. H 0.1042
44. H 0.1196
45. H 0.1057
46. H 0.1006
47. H 0.1105

# 2
Entry from the OMol25 dataset: the ion C3H4ClO3S with charge -1 in a non-equilibrium geometry (ωB97M-V/def2-TZVPD).

```
12
Properties=species:S:1:pos:R:3:forces:R:3
Cl 0.335913 -2.571083 0.374749 -0.15 -0.76 -0.27
S 3.310434 0.585838 -0.099678 0.82 -2.89 2.57
O 3.535149 -0.202799 1.249401 -0.30 1.24 -2.96
O 2.471235 1.749023 0.176733 -1.01 1.31 -0.09
O 2.202028 -1.260147 -1.934274 -0.82 1.13 2.35
C -0.304372 0.031193 -0.295083 -0.45 -0.08 1.81
C 2.035186 -0.672413 -0.868262 0.41 -0.96 0.02
C 0.829075 -0.892239 0.187144 0.66 1.38 0.35
H -1.303223 -0.325259 0.141993 1.42 0.79 0.00
H 1.092644 -0.545149 1.252337 0.27 -0.60 -1.96
H -0.496169 -0.124012 -1.363457 0.53 0.89 -0.01
H 0.094379 1.038829 0.174494 -1.38 -1.45 -1.81
```
Positions in Å, forces in eV/Å.

As for the HOMO energy: -3.81 eV. Its largest force on an atom is 3.954 eV Å⁻¹. The value obtained for the HOMO-LUMO gap is 7.277 eV. As for the net charge: -1. As for the SMILES: C[C@@H](Cl)C([O-])=S(=O)=O.

Calculated atomic charges, method Löwdin, unit e:
1. Cl 0.5671
2. S 0.6854
3. O -0.5980
4. O -0.5677
5. O -0.0212
6. C -0.1552
7. C -0.4767
8. C -0.7802
9. H 0.0722
10. H 0.0986
11. H 0.0668
12. H 0.1089

# 3
Entry from the OMol25 dataset: a structure of composition C37H44N5OSSiV (ωB97M-V/def2-TZVPD).

```
90
Properties=species:S:1:pos:R:3:forces:R:3
V -0.196457 -0.181810 -0.000922 -0.42 0.00 0.85
S 0.393912 3.840245 0.146720 0.03 0.18 0.07
Si -0.139754 -2.667504 -2.146733 0.06 0.06 0.07
O 1.834201 -0.018234 0.753207 0.34 -0.19 -0.20
N 3.585431 1.260137 -4.998919 0.03 -0.01 -0.01
N 0.617671 -1.827074 -0.834744 0.31 0.01 0.11
N 1.253076 5.834246 1.645904 -0.19 -0.07 0.24
N 2.109296 5.781059 -0.524219 -0.21 -0.11 0.20
N 0.150424 0.911917 -1.708916 -0.11 0.54 -0.64
C 1.237303 0.793158 -2.474209 -0.01 -0.09 0.17
C -3.875401 -1.938765 0.040675 -0.04 0.00 0.00
C 4.035549 2.914750 0.603259 -0.04 0.01 0.03
C 1.944587 6.946654 1.970163 0.05 0.02 -0.05
C 2.547188 1.483277 2.471076 0.11 0.17 0.05
C 1.943768 -2.050818 -0.490555 -0.17 -0.07 -0.30
C -4.327608 0.928008 -0.267493 -0.01 0.02 -0.03
C -1.480169 0.902962 2.252660 0.23 -0.20 -0.03
C 4.000754 3.326453 1.931586 0.01 0.02 -0.01
C 2.745509 7.514784 1.036277 -0.06 -0.07 0.03
C -2.934303 -0.953860 0.690126 0.11 -0.05 -0.20
C -0.811285 1.755769 -2.101318 -0.06 0.15 -0.08
C -2.458355 1.343239 1.347955 0.09 0.07 -0.09
C 3.946976 -1.259177 0.695199 0.06 -0.18 -0.03
C -0.519167 -4.452454 -1.720971 -0.04 -0.17 0.01
C 2.630095 -1.132376 0.309947 -0.28 0.39 0.28
C 4.047474 -3.286800 -0.572300 -0.04 0.01 0.03
C 2.716272 -3.140706 -0.925475 -0.05 -0.16 0.12
C -2.834307 2.800554 1.284336 0.02 0.02 -0.03
C -0.894673 1.886563 3.234867 0.00 0.06 -0.04
C -3.194941 0.419123 0.587399 -0.02 -0.02 -0.08
C 0.853142 -2.622477 -3.724550 0.13 -0.04 -0.18
C 3.319869 1.799768 0.202114 0.06 0.13 0.06
C 3.260318 2.613369 2.862477 -0.04 -0.06 -0.02
C 2.582577 1.111217 1.146555 -0.39 -0.19 -0.19
C 4.672386 -2.352870 0.241118 0.00 0.01 0.00
C -0.115672 -1.041081 3.235966 0.04 0.06 0.03
C 1.401143 1.534919 -3.632700 0.28 -0.08 -0.11
C -1.712366 -1.716955 -2.550955 -0.17 0.13 0.00
C 2.780104 6.858963 -0.215601 0.10 0.06 -0.13
C 2.615631 1.380331 -4.397135 -0.23 0.04 0.11
C -1.490811 -2.854477 1.575109 -0.02 -0.04 0.02
C -0.739449 2.509372 -3.257096 0.04 -0.06 0.08
C -1.126547 -0.465349 2.268883 -0.17 -0.27 0.13
C -1.840524 -1.388917 1.461389 0.16 -0.16 0.32
C 1.291776 5.219823 0.419753 0.32 -0.09 -0.37
C 0.395859 2.405819 -4.036501 -0.02 0.08 -0.10
H -1.963839 -3.294281 2.457814 0.00 0.00 0.00
H -2.024289 3.438900 1.617492 0.01 0.03 0.01
H 0.332773 -3.209515 -4.487562 0.01 0.03 -0.01
H -3.955391 1.430003 -1.166272 0.00 -0.01 0.01
H 1.992542 0.889414 3.182213 -0.01 0.01 0.00
H -0.454181 1.392782 4.094095 0.00 0.01 0.01
H 5.709143 -2.466249 0.523871 0.00 -0.01 0.00
H -1.675471 1.831842 -1.449907 0.01 0.00 0.00
H -4.929441 1.660487 0.269557 0.01 -0.02 0.02
H -2.520185 -2.388448 -2.850220 0.04 -0.02 -0.06
H -4.041328 -1.722964 -1.012499 -0.01 0.01 0.01
H -0.600231 -1.760967 3.898201 0.01 0.00 0.00
H 2.243076 -3.904902 -1.529191 0.02 0.00 -0.02
H -4.846626 -1.886119 0.538479 0.00 0.00 0.01
H 0.657044 5.390142 2.330213 0.00 0.01 0.00
H 3.349788 1.463439 -0.823981 -0.01 -0.02 -0.02
H -2.113011 -1.111431 -1.732890 0.07 0.01 0.01
H 0.348925 -0.284700 3.856626 -0.01 0.00 0.01
H 0.055185 -5.135826 -2.351258 0.00 0.00 0.02
H 3.315852 8.406316 1.238494 0.01 0.00 -0.02
H -3.086379 3.109415 0.270260 0.01 -0.02 -0.01
H 4.413178 -0.519826 1.330859 -0.01 0.00 0.00
H 0.511779 2.984807 -4.942651 0.00 0.00 0.01
H 4.570500 4.193049 2.242732 0.00 -0.01 0.00
H 0.688931 -1.570643 2.723841 -0.01 0.01 -0.03
H 4.617322 3.462436 -0.125628 0.01 0.02 0.01
H -1.676340 2.545690 3.611794 0.00 -0.01 -0.01
H 1.856871 -3.037136 -3.628053 0.00 0.00 -0.01
H -0.132826 2.512058 2.763387 0.00 0.01 -0.01
H 0.949551 -1.604168 -4.110263 0.00 0.00 0.00
H 3.409173 7.258740 -1.005696 0.00 0.01 0.01
H -1.803142 -3.427910 0.708506 0.00 0.04 -0.01
H -1.549122 3.174102 -3.518620 0.01 0.01 -0.02
H -3.716164 2.992956 1.903380 0.02 0.00 0.01
H -0.417160 -3.000138 1.664316 0.00 0.01 0.02
H -0.268091 -4.677750 -0.682911 0.00 -0.01 0.00
H -3.533909 -2.964734 0.113085 0.01 0.02 0.01
H 4.596299 -4.146974 -0.932013 0.01 0.00 0.00
H 3.253327 2.915235 3.901966 0.00 0.01 0.00
H 1.982387 0.077150 -2.149647 0.01 0.00 -0.03
H -1.521261 -1.038763 -3.386693 -0.01 0.00 0.00
H -1.573346 -4.695935 -1.874086 0.00 0.01 0.02
H 1.812637 7.320990 2.975310 0.00 0.00 0.00
H -4.988528 0.133290 -0.594181 0.00 -0.01 0.00
```
Positions in Å, forces in eV/Å.

Its multiplicity is 4. As for the HOMO energy (alpha / beta): -9.22 / -9.72 eV. Its expectation value of S² is 3.760. Its largest force on an atom is 0.947 eV Å⁻¹. The value obtained for the HOMO-LUMO gap (alpha / beta) is 6.581 / 6.990 eV. As for the net charge: +1.

Calculated atomic charges, method Löwdin, unit e:
1. V 0.8548
2. S 0.7196
3. Si 0.3926
4. O -0.1177
5. N 0.1878
6. N -0.1591
7. N 0.0652
8. N 0.0783
9. N -0.0258
10. C -0.0643
11. C -0.0243
12. C -0.0626
13. C -0.0564
14. C -0.0099
15. C -0.3059
16. C -0.0167
17. C -0.1773
18. C -0.0847
19. C -0.0343
20. C -0.1926
21. C -0.1537
22. C -0.1937
23. C -0.0122
24. C -0.1671
25. C -0.1839
26. C -0.0759
27. C -0.0359
28. C -0.0551
29. C -0.0297
30. C -0.1908
31. C -0.1582
32. C -0.0224
33. C -0.0623
34. C -0.2903
35. C -0.0799
36. C -0.0201
37. C -0.1766
38. C -0.1500
39. C -0.1061
40. C -0.1604
41. C -0.0281
42. C -0.0171
43. C -0.2289
44. C -0.2286
45. C -0.8224
46. C 0.0264
47. H 0.1095
48. H 0.0264
49. H 0.0446
50. H 0.0886
51. H 0.1067
52. H 0.0735
53. H 0.1054
54. H 0.0965
55. H 0.0921
56. H 0.0431
57. H 0.0721
58. H 0.1036
59. H 0.0912
60. H 0.1065
61. H 0.1382
62. H 0.1206
63. H -0.0091
64. H 0.0553
65. H 0.0350
66. H 0.1103
67. H 0.0788
68. H 0.1230
69. H 0.1354
70. H 0.1069
71. H 0.0881
72. H 0.1150
73. H 0.0915
74. H 0.0308
75. H 0.0471
76. H 0.0198
77. H 0.1205
78. H 0.0576
79. H 0.1233
80. H 0.1074
81. H 0.0789
82. H 0.0250
83. H 0.0748
84. H 0.1090
85. H 0.1099
86. H 0.1277
87. H 0.0353
88. H 0.0298
89. H 0.1365
90. H 0.0743

# 4
Entry from the OMol25 dataset: an isolated molecule of CH2O2S in a non-equilibrium geometry (ωB97M-V/def2-TZVPD).

```
6
Properties=species:S:1:pos:R:3:forces:R:3
S 0.185011 -0.718282 -1.124579 4.21 -2.84 -0.32
O 1.076710 0.816520 0.753778 -1.68 -1.59 0.17
O -1.101796 0.519323 0.530410 -1.96 2.35 3.14
C 0.121898 0.214089 0.272362 2.09 3.02 -0.08
H 1.569382 -0.990581 -0.517966 -2.43 0.03 -2.12
H -1.851205 0.158931 0.085994 -0.23 -0.98 -0.78
```
Positions in Å, forces in eV/Å.

As for the HOMO energy: -10.21 eV. Its largest force on an atom is 5.088 eV Å⁻¹. The value obtained for the HOMO-LUMO gap is 10.232 eV. As for the SMILES: O=C(O)S.

Calculated atomic charges, method Löwdin, unit e:
1. S 0.8533
2. O 0.0047
3. O 0.0614
4. C -1.0643
5. H 0.0505
6. H 0.0944